Record 1
Entry from the Open Molecules 2025 dataset: C5H10IrO2 as an isolated structure at a distorted geometry (ωB97M-V/def2-TZVPD).

Cartesian coordinates (Å):
C: -4.05620 -4.07534 -1.50150
O: -2.91056 -3.30536 -1.17515
C: -3.20945 -2.05840 -0.57244
C: -1.94252 -1.24437 -0.51214
O: -1.21719 -1.65614 0.63754
C: -0.13876 -0.90076 0.97807
C: 0.70651 -1.26768 1.93996
H: -4.66771 -4.26077 -0.60577
H: -4.65486 -3.55050 -2.25998
H: -3.66577 -2.22485 0.41659
H: -3.95554 -1.51923 -1.17700
H: -2.19203 -0.17470 -0.50893
H: -1.26630 -1.34414 -1.37517
H: 0.07840 -0.07113 0.29758
H: 0.63378 -2.24484 2.41847
H: 1.59878 -0.66915 2.11458
H: -3.70094 -5.03337 -1.90086
Ir: -1.05900 -4.33911 -0.64407

Computed properties:
Expectation value of S²: 6.0041
Charge: +1
Max |F|, eV/A: 1.58
Highest occupied orbital energy (spin up / spin down), eV: -12.6 / -12.6
Energy above the lowest of the compared OMol25 structures with the same formula, charge and spin, kJ/mol: 0.00
Spin multiplicity: 5

The computed Mulliken charges, all in e, follow: number 1, C, carries -0.667; number 2, O, carries -0.347; number 3, C, carries -0.363; number 4, C, carries -0.847; number 5, O, carries -0.309; number 6, C, carries 0.061; number 7, C, carries -0.705; number 8, H, carries 0.326; number 9, H, carries 0.306; number 10, H, carries 0.310; number 11, H, carries 0.446; number 12, H, carries 0.454; number 13, H, carries 0.462; number 14, H, carries 0.313; number 15, H, carries 0.245; number 16, H, carries 0.268; number 17, H, carries 0.274; number 18, Ir, carries 0.773


Record 2
Entry from the Open Molecules 2025 dataset: C5H10LiO3 as an isolated structure at a distorted geometry (ωB97M-V/def2-TZVPD).

Cartesian coordinates (Å):
C: -2.59238 1.55439 -0.00640
O: -1.51334 0.66635 0.00343
C: -1.87935 -0.74265 0.10890
C: -0.67091 -1.61669 -0.02275
H: -2.19538 2.57790 0.00025
H: -3.20682 1.41403 -0.91374
H: -3.24442 1.41021 0.87394
H: -2.61217 -0.90728 -0.70585
H: -2.44202 -0.84969 1.05706
H: -0.33291 -2.36703 0.70701
H: -0.79164 -2.24434 -0.92293
O: 2.09835 0.29223 -1.55879
C: 3.08314 0.10754 -0.84094
C: 2.98633 0.13671 0.64601
O: 1.84908 0.72416 1.08250
Li: 0.45907 0.39655 -0.17491
H: 4.06399 -0.17613 -1.28346
H: 3.92657 0.65362 0.97564
H: 3.01480 -1.02987 0.97502

Computed properties:
Charge: -1
Max |F|, eV/A: 1.98
Highest occupied orbital energy, eV: -2.3
Energy above the lowest of the compared OMol25 structures with the same formula, charge and spin, kJ/mol: 0.00
Spin multiplicity: 1

The computed Mulliken charges, all in e, follow: number 1, C, carries -0.771; number 2, O, carries -0.215; number 3, C, carries -0.031; number 4, C, carries -1.304; number 5, H, carries 0.207; number 6, H, carries 0.286; number 7, H, carries 0.262; number 8, H, carries 0.304; number 9, H, carries 0.296; number 10, H, carries 0.130; number 11, H, carries 0.158; number 12, O, carries -0.602; number 13, C, carries 0.137; number 14, C, carries -0.319; number 15, O, carries -0.952; number 16, Li, carries 0.682; number 17, H, carries 0.340; number 18, H, carries 0.283; number 19, H, carries 0.109


Record 3
Entry from the Open Molecules 2025 dataset: C5H10LuO2 as an isolated structure at a distorted geometry (ωB97M-V/def2-TZVPD).

Cartesian coordinates (Å):
C: -1.75250 -1.78919 1.36706
O: -1.03298 -0.57560 1.37221
C: -1.64624 0.57272 0.71302
C: -0.70147 1.72423 0.88389
H: -2.60794 -1.68932 2.05120
H: -2.11762 -2.05092 0.36205
H: -1.05889 -2.56772 1.70370
H: -2.60436 0.73057 1.22994
H: -0.99502 2.40806 1.69206
H: -0.54379 2.27976 -0.05144
C: 3.17625 0.29030 -2.47938
C: 2.17189 -0.31616 -1.66386
O: 2.30100 -0.33024 -0.41164
Lu: 1.07516 0.36921 1.38563
H: 3.04736 0.31608 -3.56200
H: 3.93750 0.91903 -2.01047
H: -1.87934 0.27429 -0.40145
H: 1.23098 -0.56511 -2.18053

Computed properties:
Expectation value of S²: 0.7556
Charge: +2
Max |F|, eV/A: 2.77
Highest occupied orbital energy (spin up / spin down), eV: -17.5 / -17.5
Spin multiplicity: 2

The computed Mulliken charges, all in e, follow: number 1, C, carries -0.632; number 2, O, carries -0.294; number 3, C, carries 0.164; number 4, C, carries -1.399; number 5, H, carries 0.281; number 6, H, carries 0.320; number 7, H, carries 0.276; number 8, H, carries 0.344; number 9, H, carries 0.332; number 10, H, carries 0.330; number 11, C, carries -0.582; number 12, C, carries 0.486; number 13, O, carries -0.689; number 14, Lu, carries 1.748; number 15, H, carries 0.323; number 16, H, carries 0.296; number 17, H, carries 0.343; number 18, H, carries 0.353